# 1
Entry from OMol25: C37H30BrF7N5O5S2Sb2Ti as an isolated structure (wB97M-V/def2-TZVPD).

```
90
C37H30BrF7N5O5S2Sb2Ti (wB97M-V/def2-TZVPD)
Ti 1.90 0.81 -1.82
C -0.50 2.16 1.94
C -1.96 1.94 1.52
C -2.21 1.38 0.11
Sb -1.30 -0.55 -0.21
C -2.02 -1.08 -2.19
C -3.30 -1.15 -2.58
C -3.69 -1.61 -3.92
C -2.79 -1.92 -4.85
C -1.33 -1.71 -4.63
C -0.90 -1.35 -3.17
C -2.95 -1.54 0.82
C -4.28 -1.12 0.71
C -5.29 -1.74 1.43
C -5.00 -2.80 2.28
C -3.69 -3.23 2.40
C -2.68 -2.60 1.67
Sb 0.75 0.76 3.13
C 1.40 -1.32 2.80
C 2.29 -1.62 3.83
C 2.90 -2.86 3.92
C 2.64 -3.83 2.95
C 1.77 -3.54 1.92
C 1.15 -2.30 1.84
C -0.87 0.15 4.44
C -0.98 -1.13 5.00
C -1.98 -1.43 5.91
C -2.91 -0.47 6.29
C -2.80 0.81 5.77
C -1.78 1.12 4.88
H -0.42 2.98 2.65
H 0.10 2.44 1.07
H -2.45 2.92 1.55
H -2.45 1.30 2.25
H -1.80 2.05 -0.64
H -3.29 1.30 -0.01
H -4.10 -0.92 -1.88
H -4.74 -1.74 -4.12
H -3.10 -2.31 -5.82
H -0.74 -2.52 -5.07
H -0.16 -2.03 -2.75
H -4.54 -0.29 0.07
H -6.32 -1.40 1.32
H -5.78 -3.27 2.85
H -3.44 -4.04 3.07
H -1.66 -2.95 1.78
H 2.51 -0.86 4.58
H 3.58 -3.07 4.73
H 3.12 -4.80 3.01
H 1.57 -4.28 1.15
H 0.49 -2.10 1.01
H -0.27 -1.90 4.72
H -2.03 -2.43 6.33
H -3.71 -0.72 6.97
H -3.50 1.58 6.07
H -1.68 2.15 4.54
F 4.81 3.52 1.23
C 4.55 2.34 1.78
F 5.64 1.86 2.36
F 3.60 2.50 2.68
S 4.06 1.16 0.43
O 2.78 1.69 -0.08
O 4.12 -0.18 0.92
N 5.28 1.51 -0.52
S 5.12 1.34 -2.06
O 3.82 0.71 -2.40
O 6.26 0.86 -2.76
C 4.89 3.08 -2.66
F 6.04 3.71 -2.77
F 4.13 3.73 -1.78
F 4.27 3.04 -3.83
O 0.48 1.82 -1.59
N 1.29 2.58 -2.46
C 1.17 3.91 -2.27
C 0.43 4.47 -1.19
N -0.17 4.91 -0.31
C 1.73 4.80 -3.22
N 2.18 5.56 -3.97
F 2.02 -0.74 -0.93
Br -0.31 -0.45 -7.96
C 0.26 -0.35 -6.16
C 1.58 -0.43 -5.84
C 2.01 -0.27 -4.51
N 1.19 0.05 -3.47
C -0.25 -0.02 -3.68
C -0.79 -0.32 -5.12
H 2.33 -0.57 -6.60
H 3.06 -0.33 -4.30
H -0.72 0.85 -3.24
H -1.61 0.34 -5.40
```

Summary:
Total charge ... -1
Highest occupied orbital energy (alpha / beta) ... -3.84 / -5.82 eV
2S+1 ... 3

# 2
Entry from OMol25: C37H30CaF6N3O4P2S6SbSe2 as an isolated structure (wB97M-V/def2-TZVPD).

```
92
C37H30CaF6N3O4P2S6SbSe2 (wB97M-V/def2-TZVPD)
Ca 1.69 2.53 0.27
F 0.96 6.88 2.29
C 1.54 5.77 2.78
F 2.86 5.87 2.59
F 1.30 5.72 4.08
S 0.89 4.30 1.86
O 1.67 3.20 2.34
O -0.52 4.29 2.02
N 1.35 4.73 0.41
S 0.24 4.45 -0.67
O -0.12 3.05 -0.69
O -0.83 5.39 -0.76
C 1.25 4.78 -2.22
F 0.89 3.95 -3.19
F 0.98 6.03 -2.61
F 2.55 4.69 -2.01
S 4.85 -1.49 -3.11
Sb 4.73 0.16 -1.56
S 4.18 -1.03 0.64
S 2.82 1.55 -1.82
S 6.71 1.24 -1.24
Se 2.79 0.37 1.51
Se 1.89 0.47 4.84
C 0.18 0.39 4.08
C -0.88 -0.19 4.82
C -2.16 -0.13 4.34
C -2.40 0.50 3.12
C -1.31 0.99 2.43
N -0.05 0.92 2.86
C 4.23 1.63 1.84
C 5.30 1.28 2.65
C 6.40 2.12 2.65
C 6.37 3.27 1.87
C 5.24 3.54 1.13
N 4.18 2.73 1.11
H -0.64 -0.65 5.77
H -2.98 -0.56 4.90
H -3.40 0.61 2.72
H -1.45 1.50 1.48
H 5.26 0.36 3.21
H 7.27 1.87 3.24
H 7.23 3.92 1.81
H 5.19 4.42 0.49
C -2.50 0.02 -0.98
P -0.66 -0.10 -0.67
C -0.06 -0.42 -2.38
C -0.27 0.65 -3.25
C 0.31 0.66 -4.51
C 1.12 -0.39 -4.90
C 1.32 -1.46 -4.05
C 0.72 -1.48 -2.79
C -0.44 -1.63 0.30
C 0.83 -2.18 0.37
C 1.13 -3.18 1.28
C 0.15 -3.65 2.14
C -1.13 -3.11 2.08
C -1.42 -2.10 1.18
P -3.68 -1.17 -1.84
C -4.50 -2.04 -0.45
C -4.92 -3.37 -0.59
C -5.66 -3.99 0.40
C -6.02 -3.30 1.55
C -5.66 -1.96 1.68
C -4.92 -1.34 0.69
C -2.68 -2.50 -2.61
C -2.51 -2.39 -3.99
C -1.80 -3.35 -4.70
C -1.26 -4.43 -4.03
C -1.42 -4.55 -2.66
C -2.13 -3.59 -1.95
H -2.58 0.93 -1.58
H -2.95 0.26 -0.01
H -0.84 1.51 -2.92
H 0.15 1.51 -5.16
H 1.64 -0.35 -5.85
H 1.98 -2.26 -4.33
H 0.90 -2.33 -2.15
H 1.61 -1.81 -0.28
H 2.14 -3.57 1.32
H 0.38 -4.41 2.87
H -1.90 -3.45 2.76
H -2.41 -1.67 1.17
H -4.65 -3.92 -1.48
H -5.96 -5.02 0.28
H -6.60 -3.78 2.32
H -5.96 -1.41 2.56
H -4.67 -0.30 0.80
H -2.93 -1.53 -4.51
H -1.66 -3.24 -5.77
H -0.70 -5.18 -4.58
H -0.99 -5.39 -2.13
H -2.24 -3.70 -0.88
```

Summary:
Total charge ... -2
Highest occupied orbital energy ... -1.64 eV

# 3
Entry from OMol25: C37H30N2O4P2S6Ti as an isolated structure (wB97M-V/def2-TZVPD).

```
82
C37H30N2O4P2S6Ti (wB97M-V/def2-TZVPD)
Ti 1.06 -0.86 0.12
O -1.33 -3.81 -1.37
C -0.74 -2.92 -0.54
O 0.21 -2.15 -1.03
C -1.01 -2.75 0.78
C -1.98 -3.33 1.68
C -2.04 -2.91 2.95
C -1.16 -1.84 3.44
C -0.29 -1.30 2.59
N -0.17 -1.74 1.28
C 0.66 -0.16 2.82
O 0.89 0.35 3.88
O 1.23 0.18 1.65
H -0.95 -3.64 -2.24
H -2.64 -4.10 1.31
H -2.77 -3.34 3.63
H -1.22 -1.48 4.46
N 0.09 0.71 -1.12
C 0.03 0.26 -2.48
C -1.19 0.16 -3.13
C -1.25 -0.33 -4.43
C -0.09 -0.72 -5.07
C 1.12 -0.65 -4.40
C 1.21 -0.18 -3.10
P 2.72 -0.35 -1.98
C 3.47 -1.80 -2.85
C 2.87 -3.05 -2.68
C 3.33 -4.15 -3.39
C 4.40 -4.03 -4.27
C 5.02 -2.80 -4.42
C 4.55 -1.69 -3.72
C 3.69 1.08 -2.65
C 3.10 2.05 -3.45
C 3.84 3.14 -3.91
C 5.18 3.27 -3.57
C 5.77 2.31 -2.76
C 5.03 1.23 -2.30
H 0.75 1.48 -0.97
H -0.81 0.98 -0.72
H -2.09 0.46 -2.61
H -2.21 -0.40 -4.92
H -0.13 -1.10 -6.09
H 2.03 -1.00 -4.89
H 2.05 -3.15 -1.99
H 2.85 -5.11 -3.25
H 4.75 -4.89 -4.83
H 5.87 -2.69 -5.09
H 5.04 -0.74 -3.87
H 2.06 1.98 -3.72
H 3.35 3.89 -4.52
H 5.75 4.13 -3.91
H 6.81 2.41 -2.47
H 5.50 0.50 -1.65
S 2.93 -2.23 0.72
S 4.42 -0.86 0.21
S 3.85 1.75 0.87
S 2.42 2.77 0.05
S -4.36 3.78 1.20
P -3.58 2.13 1.97
S -2.56 0.86 0.83
C -4.93 1.18 2.79
C -5.13 -0.17 2.55
C -6.19 -0.86 3.15
C -7.05 -0.19 4.00
C -6.86 1.17 4.25
C -5.81 1.85 3.65
C -2.54 2.55 3.42
C -2.35 1.64 4.45
C -1.55 1.95 5.54
C -0.92 3.19 5.60
C -1.09 4.10 4.57
C -1.90 3.79 3.48
H -4.43 -0.69 1.89
H -6.33 -1.91 2.95
H -7.87 -0.72 4.47
H -7.54 1.70 4.91
H -5.66 2.90 3.83
H -2.83 0.67 4.39
H -1.40 1.23 6.33
H -0.29 3.43 6.45
H -0.59 5.06 4.61
H -2.05 4.49 2.68
```

Summary:
Total charge ... -2
Highest occupied orbital energy (alpha / beta) ... -1.58 / -1.58 eV

# 4
Entry from OMol25: C37H31CdN2O2P2S3 as an isolated structure (wB97M-V/def2-TZVPD).

```
78
C37H31CdN2O2P2S3 (wB97M-V/def2-TZVPD)
Cd -0.08 -0.13 0.07
S 2.67 0.09 0.43
P 1.77 -0.18 2.22
C 0.05 -0.11 2.33
P -0.72 1.46 2.24
S -0.49 2.50 0.50
C -2.44 1.12 2.46
C -4.46 2.47 2.12
C -5.43 1.56 1.96
C -5.24 0.08 1.81
C -4.25 -0.60 2.69
C -2.96 -0.13 2.77
C -0.30 2.60 3.60
C -0.23 3.98 3.44
C -0.02 4.80 4.54
C 0.12 4.25 5.81
C 0.06 2.87 5.97
C -0.16 2.05 4.88
C 2.67 0.83 3.44
C 2.97 0.36 4.72
C 3.54 1.21 5.66
C 3.79 2.54 5.33
C 3.49 3.01 4.06
C 2.93 2.16 3.12
C 2.18 -1.90 2.69
C 3.50 -2.33 2.73
C 3.81 -3.64 3.03
C 2.79 -4.56 3.28
C 1.47 -4.14 3.23
C 1.16 -2.82 2.94
H -4.72 3.52 2.10
H -6.43 1.95 1.81
H -6.21 -0.41 1.88
H -4.45 -1.64 2.91
H -2.19 -0.83 3.08
H -0.33 4.40 2.45
H 0.03 5.87 4.41
H 0.28 4.89 6.67
H 0.18 2.43 6.96
H -0.22 0.97 4.98
H 2.77 -0.67 4.97
H 3.78 0.84 6.65
H 4.21 3.20 6.07
H 3.67 4.05 3.81
H 2.70 2.51 2.12
H 4.29 -1.61 2.50
H 4.84 -3.97 3.06
H 3.03 -5.59 3.52
H 0.67 -4.85 3.42
H 0.13 -2.47 2.91
C -5.85 3.12 -5.24
C -5.27 2.40 -4.05
C -4.00 2.71 -3.58
C -3.49 2.09 -2.45
C -4.25 1.14 -1.79
C -5.52 0.82 -2.24
C -6.02 1.45 -3.36
S -3.58 0.51 -0.22
O -4.91 -0.20 0.33
O -3.15 2.35 2.31
N -2.54 -0.56 -0.76
C -2.28 -1.84 -0.39
C -3.23 -2.78 0.09
C -2.82 -4.06 0.36
C -1.49 -4.44 0.13
C -0.63 -3.47 -0.33
N -0.99 -2.21 -0.58
H -5.06 3.48 -5.90
H -6.43 3.98 -4.92
H -6.51 2.46 -5.81
H -3.41 3.46 -4.09
H -2.50 2.34 -2.07
H -6.11 0.09 -1.69
H -7.02 1.21 -3.71
H -4.24 -2.46 0.26
H -3.53 -4.78 0.74
H -1.14 -5.44 0.33
H 0.42 -3.69 -0.50
```

Summary:
Total charge ... -1
Highest occupied orbital energy ... -2.82 eV

# 5
Entry from OMol25: C37H31Cl3HfN5O4PS3 as an isolated structure (wB97M-V/def2-TZVPD).

```
85
C37H31Cl3HfN5O4PS3 (wB97M-V/def2-TZVPD)
Hf -0.43 -0.70 -1.72
N 4.79 -1.44 4.52
C 4.16 -1.47 3.31
C 3.99 -2.67 2.62
C 3.38 -2.69 1.38
C 2.94 -1.50 0.82
C 3.11 -0.29 1.48
C 3.72 -0.28 2.71
S 2.06 -1.56 -0.71
O 2.73 -2.36 -1.68
O 1.78 -0.18 -1.13
N 0.55 -2.06 -0.44
C 0.19 -3.36 -0.40
N 1.03 -4.27 0.10
C 0.63 -5.53 0.06
C -0.58 -5.91 -0.48
C -1.41 -4.88 -0.91
N -1.05 -3.61 -0.86
H 4.96 -2.31 4.99
H 4.76 -0.60 5.07
H 4.34 -3.60 3.06
H 3.21 -3.60 0.84
H 2.76 0.61 1.00
H 3.87 0.65 3.24
H 1.32 -6.24 0.48
H -0.87 -6.95 -0.56
H -2.39 -5.08 -1.33
Cl 3.72 4.19 -5.42
C 2.54 3.36 -4.48
C 2.46 1.98 -4.54
C 1.50 1.32 -3.79
Cl 1.30 -0.39 -3.92
C 0.63 1.99 -2.91
O -0.24 1.35 -2.16
C 0.73 3.40 -2.93
Cl -0.40 4.28 -1.98
C 1.66 4.08 -3.68
H 3.13 1.40 -5.16
H 1.70 5.16 -3.65
C -0.21 5.25 2.21
C -1.21 4.75 1.39
C -1.22 3.41 1.04
C -0.24 2.55 1.52
C 0.79 3.07 2.30
C 0.79 4.40 2.66
P -0.19 0.79 1.03
C -0.06 -0.01 2.70
C -0.23 0.63 3.92
C -0.09 -0.07 5.11
C 0.19 -1.43 5.10
C 0.33 -2.08 3.88
C 0.20 -1.38 2.70
C -1.95 0.32 0.76
C -3.01 0.64 1.60
C -4.24 0.04 1.40
C -4.39 -0.90 0.39
C -3.34 -1.19 -0.47
C -2.09 -0.57 -0.32
H -0.21 6.29 2.50
H -1.97 5.42 1.01
H -2.00 3.02 0.39
H 1.58 2.41 2.65
H 1.59 4.80 3.28
H -0.46 1.69 3.97
H -0.22 0.45 6.05
H 0.30 -1.97 6.02
H 0.54 -3.14 3.85
H 0.31 -1.90 1.76
H -2.87 1.36 2.40
H -5.07 0.29 2.05
H -5.34 -1.41 0.28
H -3.48 -1.91 -1.26
S -2.18 -3.11 -5.29
C -1.37 -2.60 -4.05
N -0.70 -2.24 -3.13
C -4.28 1.53 -3.63
S -2.47 1.44 -3.30
C -2.02 1.60 -5.07
O -2.22 -0.01 -3.03
H -4.59 0.62 -4.13
H -4.49 2.41 -4.23
H -4.78 1.62 -2.67
H -2.13 2.64 -5.38
H -2.65 0.95 -5.66
H -0.99 1.29 -5.17
```

Summary:
Highest occupied orbital energy ... -8.07 eV

Energy relative to the best compared isomer or geometry (same formula, charge and spin) / eV: 3.723, 3.934, 2.467, 5.410, 1.564
E_tot / eV: -203467.4675, -307083.4959, -156738.2090, -101594.0674, -135184.7841
Strongest force on any atom / eV/Å: 2.178, 6.587, 1.399, 1.422, 2.673